No. 1
{"formula": "C3H3N3O4S", "method": "ωB97M-V with the def2-TZVPD basis set", "orbital_gap_ev": 9.26, "fmax_ev_per_a": 2.6, "species": ["O", "N", "O", "S", "O", "O", "C", "N", "C", "C", "N", "H", "H", "H"], "positions_angstrom": [[0.369, 1.726, 1.234], [-0.778, 2.073, 1.233], [-1.269, 3.122, 1.455], [-1.641, 0.563, 0.641], [-1.624, -0.260, 1.800], [-2.898, 0.979, 0.052], [-0.218, -0.235, -0.339], [0.304, 0.223, -1.447], [1.437, -0.542, -1.644], [1.520, -1.547, -0.693], [0.426, -1.319, 0.173], [2.041, -0.547, -2.643], [2.241, -2.408, -0.799], [0.090, -1.826, 0.977]], "forces_ev_per_a": [[1.5, 0.8, 0.9], [0.8, -0.8, -1.3], [-0.7, 0.5, 0.3], [-1.6, -0.8, -1.0], [-0.2, -0.5, 0.6], [2.2, -0.7, 0.1], [-0.8, 0.9, -0.7], [0.3, 0.1, 0.7], [0.0, -1.2, -1.6], [-0.2, 0.2, -0.6], [0.8, 0.0, -0.8], [-1.2, 0.4, 2.3], [-1.3, 1.0, 1.0], [0.3, 0.0, 0.0]], "lowdin_charge": [0.05, -0.45, 0.14, 0.83, -0.29, -0.26, -0.40, 0.08, -0.15, -0.07, 0.09, 0.14, 0.13, 0.15]}

No. 2
{"formula": "C47H41BrN9O5P2PtS2", "method": "ωB97M-V with the def2-TZVPD basis set", "total_charge": 1, "orbital_gap_ev": 7.16, "fmax_ev_per_a": 0.4, "species": ["Pt", "C", "S", "C", "C", "C", "N", "P", "C", "C", "C", "C", "C", "C", "C", "C", "C", "C", "C", "C", "P", "C", "C", "C", "C", "C", "C", "C", "C", "C", "C", "C", "C", "H", "H", "H", "H", "H", "H", "H", "H", "H", "H", "H", "H", "H", "H", "H", "H", "H", "H", "H", "H", "H", "H", "H", "H", "H", "H", "H", "H", "H", "N", "C", "C", "C", "C", "C", "C", "S", "O", "O", "N", "C", "N", "C", "C", "C", "N", "H", "H", "H", "H", "H", "H", "H", "H", "H", "Br", "C", "C", "N", "C", "C", "C", "C", "O", "O", "H", "H", "H", "O", "N", "C", "C", "N", "C", "N"], "positions_angstrom": [[-0.065, -1.956, -1.483], [-1.769, 5.111, 2.473], [-2.657, 5.077, 0.905], [-1.405, 4.316, -0.148], [-1.177, 2.836, 0.127], [-0.177, 2.262, -0.862], [-0.013, 0.804, -0.737], [1.244, -0.156, -1.373], [2.694, 1.815, 1.143], [1.960, 3.030, 1.477], [1.690, 3.345, 2.751], [2.073, 2.488, 3.868], [2.623, 1.296, 3.651], [2.831, 0.780, 2.267], [2.966, 1.977, -1.450], [2.901, 3.424, -1.720], [3.044, 3.910, -2.959], [3.409, 3.075, -4.087], [3.655, 1.772, -3.923], [3.387, 1.107, -2.640], [-1.368, -0.205, -1.117], [-2.306, 0.652, -2.386], [-3.497, 1.326, -2.119], [-4.143, 2.012, -3.136], [-3.593, 2.045, -4.409], [-2.400, 1.388, -4.675], [-1.760, 0.683, -3.671], [-2.397, -0.440, 0.322], [-3.634, -1.064, 0.168], [-4.398, -1.363, 1.283], [-3.933, -1.032, 2.548], [-2.691, -0.432, 2.703], [-1.907, -0.156, 1.594], [-2.418, 5.602, 3.196], [-0.854, 5.697, 2.379], [-1.540, 4.110, 2.837], [-0.472, 4.882, -0.061], [-1.766, 4.455, -1.170], [-2.135, 2.321, 0.055], [-0.814, 2.688, 1.147], [0.787, 2.732, -0.729], [-0.486, 2.491, -1.887], [1.709, 3.745, 0.711], [1.211, 4.290, 2.968], [1.920, 2.849, 4.877], [2.929, 0.649, 4.464], [3.782, 0.250, 2.217], [2.821, 4.105, -0.886], [2.995, 4.981, -3.112], [3.594, 3.550, -5.041], [4.083, 1.175, -4.717], [3.957, 0.205, -2.457], [-3.918, 1.316, -1.122], [-5.076, 2.521, -2.933], [-4.102, 2.581, -5.200], [-1.975, 1.410, -5.671], [-0.843, 0.148, -3.885], [-4.007, -1.334, -0.814], [-5.349, -1.861, 1.160], [-4.533, -1.261, 3.418], [-2.326, -0.198, 3.694], [-0.919, 0.274, 1.705], [-0.770, -2.933, 7.304], [-0.108, -2.622, 6.150], [-0.245, -1.357, 5.564], [0.392, -1.059, 4.376], [1.180, -2.019, 3.761], [1.328, -3.286, 4.327], [0.692, -3.583, 5.509], [2.007, -1.784, 2.248], [1.770, -0.217, 1.948], [3.413, -2.013, 2.386], [1.203, -2.485, 1.159], [1.707, -3.483, 0.362], [1.306, -3.497, -0.933], [1.714, -4.505, -1.708], [2.553, -5.487, -1.239], [2.927, -5.385, 0.093], [2.501, -4.414, 0.886], [-1.156, -2.190, 7.859], [-0.502, -3.759, 7.809], [-0.862, -0.610, 6.049], [0.279, -0.081, 3.930], [1.937, -4.032, 3.831], [0.801, -4.566, 5.949], [1.348, -4.502, -2.727], [2.889, -6.295, -1.869], [3.581, -6.121, 0.547], [-0.630, -2.113, -6.602], [-2.002, -2.280, -5.315], [-3.266, -1.776, -5.584], [-4.259, -1.838, -4.705], [-4.012, -2.405, -3.527], [-2.771, -2.914, -3.160], [-1.743, -2.861, -4.090], [-2.602, -3.516, -1.785], [-3.552, -4.048, -1.254], [-1.412, -3.456, -1.233], [-3.480, -1.314, -6.540], [-4.842, -2.474, -2.833], [-0.770, -3.281, -3.871], [2.534, -0.997, -0.746], [3.874, -0.837, -0.431], [4.186, 0.335, -0.054], [3.236, 1.479, -0.047], [1.988, 1.090, -2.214], [5.558, 0.564, 0.305], [6.639, 0.826, 0.589]], "forces_ev_per_a": [[-0.2, 0.1, 0.0], [0.0, 0.0, 0.0], [0.0, 0.0, 0.0], [0.0, 0.0, 0.0], [0.0, 0.0, 0.0], [0.0, 0.1, 0.1], [-0.1, -0.1, 0.0], [0.0, 0.2, 0.0], [0.0, 0.0, 0.1], [0.0, -0.1, -0.1], [0.0, -0.1, 0.1], [0.0, 0.1, -0.1], [0.0, -0.1, 0.0], [0.0, 0.0, 0.0], [0.0, 0.1, -0.1], [0.0, 0.0, 0.0], [0.0, 0.0, 0.0], [0.0, 0.0, 0.0], [0.0, 0.1, 0.0], [-0.1, -0.1, 0.0], [0.2, 0.0, -0.2], [0.1, 0.0, 0.0], [0.0, 0.0, 0.0], [0.0, 0.0, 0.0], [0.0, 0.0, 0.0], [0.0, 0.0, 0.0], [0.0, 0.0, 0.0], [0.0, -0.1, 0.0], [-0.1, 0.0, 0.0], [0.0, 0.0, 0.0], [0.0, 0.0, 0.0], [0.1, 0.0, 0.0], [0.0, 0.0, 0.0], [0.0, 0.0, 0.0], [0.0, 0.0, 0.0], [0.0, 0.0, 0.0], [0.0, 0.0, 0.0], [0.0, 0.0, 0.0], [0.0, 0.0, 0.0], [0.0, 0.0, 0.0], [0.0, 0.0, 0.0], [0.0, 0.0, 0.0], [0.0, 0.0, 0.0], [0.0, 0.0, 0.0], [0.0, 0.0, 0.0], [0.0, 0.0, 0.0], [0.0, 0.0, 0.0], [0.0, 0.0, 0.0], [0.0, 0.0, 0.0], [0.0, 0.0, 0.0], [0.0, 0.0, 0.0], [0.0, 0.0, 0.0], [0.0, 0.0, 0.0], [0.0, 0.0, 0.0], [0.0, 0.0, 0.0], [0.0, 0.0, 0.0], [0.0, 0.0, 0.0], [0.0, 0.0, 0.0], [0.0, 0.0, 0.0], [0.0, 0.0, 0.0], [0.0, 0.0, 0.0], [0.0, 0.0, 0.0], [0.0, 0.0, 0.0], [0.0, 0.0, 0.0], [0.0, 0.0, 0.0], [0.0, 0.0, 0.0], [0.0, 0.0, 0.0], [0.0, 0.0, 0.0], [0.0, 0.0, 0.0], [-0.1, 0.1, -0.1], [0.0, 0.0, 0.0], [0.1, 0.0, 0.0], [0.1, 0.0, 0.0], [0.0, 0.1, 0.0], [0.1, 0.1, 0.0], [0.0, 0.0, -0.1], [0.0, 0.0, 0.0], [0.0, 0.0, 0.0], [0.0, 0.0, 0.0], [0.0, 0.0, 0.0], [0.0, 0.0, 0.0], [0.0, 0.0, 0.0], [0.0, 0.0, 0.0], [0.0, 0.0, 0.0], [0.0, 0.0, 0.0], [0.0, 0.0, 0.0], [0.0, 0.0, 0.0], [0.0, 0.0, 0.0], [0.0, 0.0, 0.0], [0.0, 0.0, 0.0], [0.0, 0.0, 0.0], [0.0, 0.0, 0.0], [0.0, 0.0, 0.0], [0.1, 0.0, 0.0], [0.0, 0.0, 0.0], [0.0, -0.2, 0.1], [0.0, 0.1, 0.0], [0.0, -0.1, -0.1], [0.0, 0.0, 0.0], [0.0, 0.0, 0.0], [0.0, 0.0, 0.0], [0.2, -0.1, 0.1], [0.0, 0.2, 0.1], [-0.3, -0.2, 0.0], [0.2, 0.0, 0.0], [0.1, 0.0, -0.1], [0.1, 0.0, -0.1], [0.0, 0.0, 0.0]], "lowdin_charge": [0.93, -0.42, 0.82, -0.51, -0.26, -0.23, -0.33, 0.75, -0.06, -0.03, -0.03, -0.04, -0.01, -0.21, -0.26, -0.02, -0.04, -0.05, -0.01, -0.18, 0.85, -0.33, -0.07, -0.05, -0.05, -0.06, -0.10, -0.33, -0.08, -0.04, -0.05, -0.06, -0.08, 0.03, 0.03, 0.02, 0.08, 0.08, 0.09, 0.09, 0.06, 0.12, 0.09, 0.11, 0.12, 0.13, 0.13, 0.11, 0.12, 0.11, 0.12, 0.13, 0.11, 0.11, 0.11, 0.11, 0.09, 0.10, 0.12, 0.11, 0.09, 0.09, 0.13, -0.30, -0.02, -0.07, -0.29, -0.04, -0.01, 0.77, -0.24, -0.24, -0.08, -0.44, -0.05, -0.09, -0.02, -0.08, 0.15, 0.10, 0.10, 0.12, 0.10, 0.12, 0.12, 0.12, 0.11, 0.12, 0.76, -0.68, -0.19, 0.10, -0.08, -0.14, -0.10, -0.61, 0.09, -0.23, 0.11, 0.12, 0.09, -0.35, 0.16, -0.28, -0.06, -0.06, -0.11, 0.21]}

No. 3
{"formula": "C17H27IN3O6P", "method": "ωB97M-V with the def2-TZVPD basis set", "orbital_gap_ev": 6.47, "fmax_ev_per_a": 0.4, "species": ["C", "C", "O", "C", "C", "O", "C", "O", "P", "O", "O", "O", "I", "H", "H", "H", "H", "H", "H", "H", "H", "H", "H", "H", "H", "N", "C", "C", "C", "C", "H", "H", "H", "H", "H", "N", "C", "C", "C", "C", "H", "H", "H", "H", "H", "N", "C", "C", "C", "C", "H", "H", "H", "H", "H"], "positions_angstrom": [[4.079, -2.391, 5.130], [4.228, -0.943, 4.687], [3.273, -0.072, 5.265], [1.941, -0.388, 4.945], [1.118, 0.877, 5.159], [-0.244, 0.617, 5.457], [-0.918, -0.046, 4.440], [-2.284, 0.308, 4.570], [-3.468, -0.704, 4.895], [-4.619, -0.043, 5.482], [-2.801, -1.876, 5.753], [-3.812, -1.530, 3.567], [-2.938, -1.279, 1.811], [5.005, -2.935, 4.942], [3.858, -2.446, 6.197], [3.282, -2.906, 4.591], [4.164, -0.870, 3.592], [5.199, -0.552, 4.988], [1.544, -1.178, 5.597], [1.870, -0.740, 3.905], [1.182, 1.549, 4.294], [1.527, 1.398, 6.023], [-0.575, 0.282, 3.452], [-0.802, -1.131, 4.526], [-2.619, -1.583, 6.658], [-2.488, -0.358, -2.213], [-2.884, -0.265, -3.519], [-3.387, 0.993, -3.718], [-3.284, 1.691, -2.484], [-2.726, 0.834, -1.574], [-2.074, -1.174, -1.801], [-2.768, -1.099, -4.191], [-3.776, 1.376, -4.646], [-3.573, 2.710, -2.291], [-2.468, 0.978, -0.537], [0.448, 1.646, -2.186], [0.900, 2.360, -3.260], [2.253, 2.522, -3.118], [2.631, 1.880, -1.907], [1.494, 1.350, -1.357], [-0.509, 1.375, -2.034], [0.224, 2.693, -4.030], [2.899, 3.044, -3.803], [3.622, 1.819, -1.490], [1.344, 0.790, -0.449], [-0.473, -0.271, -5.860], [-1.456, -0.483, -6.787], [-0.861, -0.945, -7.931], [0.537, -1.015, -7.682], [0.743, -0.590, -6.396], [-0.624, 0.074, -4.928], [-2.489, -0.284, -6.560], [-1.370, -1.202, -8.845], [1.302, -1.336, -8.369], [1.647, -0.487, -5.821]], "forces_ev_per_a": [[0.0, 0.0, 0.0], [0.0, -0.1, -0.1], [0.0, 0.1, 0.0], [-0.1, 0.0, 0.0], [0.1, 0.1, 0.0], [0.0, -0.2, 0.1], [-0.1, 0.0, 0.0], [-0.1, -0.1, -0.3], [0.1, -0.2, 0.1], [-0.1, 0.1, 0.0], [0.1, 0.2, 0.0], [0.3, 0.2, -0.2], [-0.2, -0.1, 0.3], [0.0, 0.0, 0.0], [0.1, 0.0, 0.0], [0.0, 0.0, 0.0], [0.0, 0.0, 0.0], [0.0, 0.0, 0.0], [0.1, 0.0, 0.0], [0.0, 0.0, 0.0], [0.1, -0.1, 0.0], [-0.1, 0.0, 0.0], [0.0, 0.1, 0.0], [0.0, 0.0, 0.0], [-0.1, -0.1, -0.1], [0.0, 0.1, 0.0], [0.0, -0.1, 0.0], [0.1, 0.0, 0.0], [0.1, 0.0, 0.0], [0.0, -0.1, 0.1], [0.0, 0.0, 0.0], [-0.1, 0.0, 0.0], [0.0, 0.0, 0.0], [0.0, 0.0, 0.0], [-0.1, 0.0, 0.0], [0.0, -0.1, 0.0], [0.0, 0.0, 0.0], [0.0, 0.0, 0.0], [0.0, 0.0, 0.0], [0.0, 0.0, 0.0], [-0.1, 0.1, 0.0], [0.0, 0.0, 0.0], [0.0, 0.0, 0.0], [0.0, 0.0, 0.0], [0.0, 0.0, 0.0], [0.0, 0.0, 0.0], [0.0, 0.0, 0.0], [0.0, 0.0, 0.0], [0.0, 0.0, 0.0], [0.0, 0.0, 0.0], [0.0, 0.1, 0.0], [0.0, 0.0, 0.0], [0.0, 0.0, 0.0], [0.0, 0.0, 0.0], [0.0, 0.0, 0.0]], "lowdin_charge": [-0.08, -0.27, -0.15, -0.22, -0.16, -0.08, -0.32, -0.18, 0.24, -0.21, -0.10, -0.80, 1.03, 0.08, 0.08, 0.07, 0.12, 0.12, 0.13, 0.13, 0.13, 0.14, 0.11, 0.12, 0.11, 0.01, -0.15, -0.09, -0.09, -0.18, 0.14, 0.11, 0.10, 0.10, 0.08, 0.01, -0.14, -0.11, -0.11, -0.15, 0.09, 0.11, 0.09, 0.09, 0.10, 0.01, -0.15, -0.11, -0.11, -0.14, 0.11, 0.10, 0.09, 0.09, 0.11]}

No. 4
{"formula": "C3H11NOS", "method": "ωB97M-V with the def2-TZVPD basis set", "orbital_gap_ev": 9.11, "fmax_ev_per_a": 4.3, "species": ["C", "N", "C", "C", "S", "H", "H", "H", "H", "H", "H", "H", "H", "H", "O", "H", "H"], "positions_angstrom": [[0.826, -0.610, -2.071], [0.888, 0.153, -0.772], [-0.202, 1.061, -0.395], [-0.336, 1.024, 1.139], [-1.490, 2.442, 1.643], [1.429, -1.421, -2.025], [-0.166, -1.170, -2.226], [1.128, 0.199, -2.834], [1.474, 0.099, 0.051], [-1.162, 0.875, -1.001], [0.061, 2.089, -0.717], [0.869, 1.068, 1.583], [-0.812, 0.200, 1.659], [-2.753, 2.080, 2.095], [-0.070, -2.613, 1.613], [-0.269, -3.412, 1.055], [0.585, -2.063, 1.203]], "forces_ev_per_a": [[-2.0, 3.6, 1.2], [-1.7, -0.1, -0.2], [-0.3, -0.3, -1.2], [1.1, 0.7, 0.9], [0.6, 1.1, 0.1], [2.8, -2.1, -0.1], [0.8, 1.6, 0.0], [-0.8, -2.0, 0.4], [0.6, -1.1, -1.1], [1.2, -0.2, 1.3], [-0.2, -0.1, 0.5], [-3.7, 0.5, -0.8], [0.3, -0.7, -0.7], [1.3, -0.9, -0.4], [-1.1, -1.6, 0.0], [0.7, 1.5, 0.7], [0.4, 0.1, -0.7]], "lowdin_charge": [-0.10, -0.17, -0.37, -0.52, 0.62, 0.01, 0.10, 0.10, 0.07, 0.13, 0.09, 0.15, 0.03, -0.15, -0.07, 0.07, 0.00]}

Computed values of lowest unoccupied orbital energy (unit: eV) for the preceding records, in sequence: -0.7 -3.5 -1.9 0.7.
Computed values of energy (unit: Ha) for the preceding records, in sequence: -979.36392 -6856.74195 -1918.75913 -648.97874.
Computed values of HOMO energy (unit: eV) for the preceding records, in sequence: -9.96 -10.69 -8.33 -8.43.